[1]
C27H23AuN4O3 | ωB97M-V/def2-TZVPD

Each line ends with the Mulliken spin population.
Positions of all 58 atoms, in Å:
Au  -0.251  1.432  0.336  0.706
C  1.686  4.700  -2.342  -0.002
O  2.723  3.867  -2.872  0.013
C  3.227  2.808  -2.204  0.077
C  4.501  2.430  -2.493  -0.049
C  5.098  1.295  -1.882  0.103
C  4.418  0.555  -0.977  -0.097
C  3.071  0.878  -0.622  0.093
C  2.482  0.046  0.329  -0.080
N  1.256  0.079  0.856  0.184
N  1.058  -0.863  1.760  0.358
C  -0.134  -0.734  2.433  -0.038
O  -0.881  0.245  2.363  0.145
C  -0.492  -1.903  3.284  0.014
C  0.364  -2.989  3.442  0.021
C  -0.028  -4.069  4.216  -0.004
C  -1.273  -4.072  4.829  0.010
C  -2.129  -2.990  4.673  -0.002
C  -1.739  -1.905  3.905  0.006
C  2.431  2.027  -1.260  0.139
O  1.235  2.362  -1.069  0.240
H  1.719  5.592  -2.963  0.000
H  1.897  4.968  -1.306  0.001
H  0.713  4.224  -2.406  0.002
H  5.052  3.023  -3.211  0.001
H  6.114  1.033  -2.143  0.006
H  4.884  -0.301  -0.509  -0.004
H  3.101  -0.753  0.725  -0.004
H  1.328  -2.979  2.952  0.002
H  0.638  -4.913  4.340  0.000
H  -1.578  -4.918  5.430  0.001
H  -3.100  -2.990  5.149  0.000
H  -2.387  -1.049  3.776  0.000
C  -2.587  -1.275  -0.173  0.005
N  -2.272  0.132  -0.322  0.059
C  -3.185  0.967  -0.634  0.001
C  -2.889  2.377  -0.657  0.001
C  -3.639  3.474  -1.046  0.006
C  -2.831  4.605  -0.825  0.005
C  -1.633  4.140  -0.306  -0.004
N  -1.670  2.794  -0.196  0.078
C  -1.597  -2.114  -0.946  -0.006
C  -0.825  -3.071  -0.301  0.003
C  0.116  -3.814  -1.003  -0.001
C  0.290  -3.604  -2.362  0.000
C  -0.480  -2.649  -3.015  0.000
C  -1.415  -1.910  -2.310  0.000
H  -3.619  -1.477  -0.490  0.003
H  -2.514  -1.537  0.886  -0.001
H  -4.203  0.639  -0.861  0.002
H  -4.641  3.452  -1.444  -0.001
H  -3.084  5.635  -1.010  0.001
H  -0.764  4.697  0.005  0.003
H  -0.956  -3.235  0.762  0.002
H  0.713  -4.554  -0.485  0.000
H  1.022  -4.180  -2.913  0.000
H  -0.346  -2.478  -4.075  0.000
H  -1.998  -1.152  -2.819  0.000

Output
energy relative to the best compared isomer or geometry (same formula, charge and spin) = 0.0 kJ/mol
<S²> = 2.081
frontier orbital gap (spin up / spin down) = 7.20 / 5.28 eV
LUMO energy (spin up / spin down) = -0.46 / -2.38 eV
multiplicity = 3
E_HOMO (spin up / spin down) = -0.282 / -0.282 Ha

---

[2]
C27H23ClN3O6V | ωB97M-V/def2-TZVPD

Each line ends with the Mulliken spin population.
Positions of all 61 atoms, in Å:
V  -0.179  0.071  1.026  1.080
Cl  5.448  2.752  -2.015  -0.001
C  4.232  2.187  -0.937  -0.008
C  4.599  1.400  0.160  0.011
C  3.646  0.911  1.026  -0.007
C  2.295  1.160  0.789  0.011
O  1.331  0.635  1.521  -0.033
C  1.921  1.998  -0.301  -0.002
C  0.545  2.392  -0.422  0.030
N  -0.417  1.781  0.197  -0.064
C  -1.725  2.275  0.347  0.006
C  -2.481  2.933  -0.586  -0.005
C  -3.785  3.354  -0.261  0.001
C  -4.306  3.143  0.985  -0.002
C  -3.557  2.453  1.966  -0.002
C  -4.029  2.155  3.265  0.000
C  -3.250  1.416  4.112  -0.001
C  -1.994  0.961  3.672  0.005
N  -1.518  1.230  2.479  0.043
C  -2.271  1.987  1.629  0.015
C  2.913  2.512  -1.148  0.010
H  5.645  1.180  0.322  0.000
H  3.923  0.290  1.868  0.000
H  0.325  3.294  -0.991  -0.004
H  -2.086  3.109  -1.579  0.000
H  -4.372  3.856  -1.017  0.000
H  -5.309  3.474  1.221  0.000
H  -5.004  2.510  3.575  0.000
H  -3.589  1.159  5.105  0.000
H  -1.371  0.359  4.323  -0.003
H  2.639  3.137  -1.989  0.000
C  -2.191  -2.037  -1.166  0.000
C  -2.525  -1.626  0.274  0.008
C  -2.456  -2.834  1.213  -0.003
C  -3.896  -0.959  0.339  -0.002
O  -1.544  -0.686  0.701  -0.060
H  -3.007  -2.621  -1.588  0.000
H  -1.284  -2.640  -1.180  0.000
H  -2.024  -1.146  -1.771  -0.001
H  -3.066  -3.647  0.824  0.000
H  -2.816  -2.567  2.208  0.000
H  -1.422  -3.170  1.287  0.001
H  -4.667  -1.674  0.057  0.000
H  -3.938  -0.107  -0.343  0.000
H  -4.104  -0.609  1.353  0.000
O  0.987  -2.002  0.971  0.008
C  1.287  -1.572  -0.155  0.005
O  0.672  -0.545  -0.632  -0.029
C  2.353  -2.157  -1.012  -0.008
C  2.917  -3.397  -0.731  -0.001
C  3.909  -3.908  -1.553  0.000
C  4.353  -3.185  -2.649  0.000
C  3.801  -1.937  -2.896  0.000
C  2.803  -1.416  -2.098  0.001
N  4.281  -1.137  -4.032  0.000
O  5.038  -1.672  -4.814  0.000
O  3.895  0.016  -4.107  0.000
H  2.572  -3.952  0.132  0.001
H  4.344  -4.876  -1.343  0.000
H  5.118  -3.567  -3.310  0.000
H  2.390  -0.445  -2.318  0.000

Output
energy relative to the best compared isomer or geometry (same formula, charge and spin) = 0.0 kJ/mol
<S²> = 0.759
frontier orbital gap (spin up / spin down) = 7.51 / 7.44 eV
LUMO energy (spin up / spin down) = -4.03 / -4.11 eV
multiplicity = 2
E_HOMO (spin up / spin down) = -0.424 / -0.425 Ha
total charge = +1

---

[3]
C27H23F35NO9P | ωB97M-V/def2-TZVPD

Each line ends with the Löwdin charge.
Positions of all 96 atoms, in Å:
N  -3.156  -1.955  1.492  -0.109
P  -1.775  -1.900  2.155  0.491
O  -1.415  -3.029  3.233  -0.128
O  -0.545  -2.161  1.169  -0.132
C  -1.378  -0.335  2.978  -0.065
C  -0.504  -0.055  3.961  -0.071
C  0.470  -0.900  4.730  -0.093
C  1.512  -1.637  3.879  -0.048
C  2.657  -0.753  3.411  -0.617
F  2.544  0.515  3.848  0.130
F  3.840  -1.197  3.843  0.146
F  2.741  -0.685  2.078  0.143
C  -0.638  1.415  4.265  -0.398
O  0.079  2.108  4.908  0.184
O  -1.730  1.898  3.586  0.146
C  -2.084  0.941  2.636  -0.420
O  -2.786  1.211  1.726  0.185
H  -3.714  -1.112  1.545  -0.003
H  -2.041  -3.027  3.968  0.096
H  -0.867  -2.051  0.258  0.057
H  0.980  -0.253  5.451  0.127
H  -0.097  -1.637  5.309  0.132
H  1.963  -2.429  4.486  0.132
H  1.074  -2.123  3.007  0.090
C  -3.858  -1.029  -3.808  -0.038
C  -3.123  -0.952  -2.465  -0.444
C  -1.591  -1.005  -2.496  -0.278
F  -1.160  -2.188  -2.976  0.103
F  -1.128  -0.878  -1.221  0.064
F  -3.585  -1.880  -1.612  0.137
F  -3.408  0.285  -1.956  0.104
O  -4.379  -2.295  -4.147  0.056
C  -3.667  -3.196  -4.877  -0.551
C  -3.491  -4.515  -4.110  -0.284
F  -2.812  -4.297  -2.968  0.101
F  -2.777  -5.368  -4.878  0.099
F  -2.480  -2.708  -5.281  0.150
F  -4.383  -3.492  -5.988  0.142
H  -4.733  -0.394  -3.679  0.152
H  -3.258  -0.603  -4.613  0.149
H  -1.181  -0.190  -3.095  0.171
H  -4.466  -4.949  -3.884  0.176
C  3.338  -7.366  1.792  -0.041
C  2.119  -6.580  2.286  -0.441
C  2.243  -5.055  2.344  -0.293
F  3.197  -4.688  3.227  0.091
F  1.065  -4.540  2.761  0.087
F  1.707  -7.047  3.481  0.142
F  1.129  -6.812  1.372  0.103
O  4.148  -7.939  2.794  0.054
C  5.219  -7.281  3.317  -0.551
C  5.083  -7.126  4.839  -0.285
F  3.981  -6.408  5.133  0.100
F  6.164  -6.465  5.306  0.102
F  5.433  -6.094  2.726  0.153
F  6.319  -8.043  3.109  0.142
H  2.919  -8.216  1.255  0.151
H  3.919  -6.781  1.078  0.149
H  2.482  -4.644  1.359  0.178
H  5.019  -8.109  5.310  0.175
C  2.092  3.222  1.896  -0.033
C  2.543  4.646  1.551  -0.439
C  1.441  5.684  1.328  -0.298
F  0.693  5.302  0.272  0.085
F  2.007  6.877  1.050  0.106
F  3.369  4.630  0.485  0.140
F  3.250  5.092  2.630  0.107
O  2.068  2.298  0.823  0.058
C  0.972  2.120  0.045  -0.553
C  1.293  2.377  -1.434  -0.274
F  1.698  3.648  -1.616  0.102
F  0.162  2.187  -2.162  0.082
F  -0.082  2.851  0.443  0.153
F  0.590  0.821  0.114  0.132
H  2.857  2.837  2.568  0.144
H  1.153  3.227  2.452  0.139
H  0.806  5.788  2.212  0.177
H  2.068  1.689  -1.776  0.178
C  -0.481  6.145  -4.435  -0.038
C  -0.901  6.735  -3.083  -0.444
C  -1.786  5.863  -2.190  -0.304
F  -2.977  5.642  -2.786  0.095
F  -2.007  6.517  -1.029  0.101
F  -1.472  7.945  -3.251  0.141
F  0.255  6.903  -2.379  0.103
O  -1.225  6.570  -5.557  0.055
C  -2.313  5.889  -6.003  -0.551
C  -3.560  6.785  -6.024  -0.286
F  -3.841  7.218  -4.781  0.104
F  -4.607  6.058  -6.475  0.098
F  -2.537  4.759  -5.309  0.150
F  -2.082  5.531  -7.291  0.137
H  0.521  6.536  -4.605  0.151
H  -0.406  5.059  -4.381  0.146
H  -1.300  4.908  -1.972  0.165
H  -3.393  7.638  -6.684  0.175

Output
frontier orbital gap = 8.47 eV
LUMO energy = -1.40 eV
E_HOMO = -0.363 Ha

---

One value per record, in order, for E: -1623.00160 -3062.40352 -5611.37967 hartree.